w | Here is C5H6O2S as an isolated structure from the OMol25 dataset. Energies are from ωB97M-V with the def2-TZVPD basis set.

Gap between HOMO and LUMO (eV): 10.00
E_HOMO (hartree): -0.3397

```
! wB97M-V def2-TZVPD RIJCOSX def2/J DEFGRID3
* xyz 0 1
C 0.81 0.97 0.00
C 0.55 -0.22 0.97
C 0.55 -0.21 -0.98
C -0.88 -0.74 -0.75
C -0.88 -0.75 0.74
H -0.76 2.06 0.01
H 1.83 1.15 0.02
H 0.96 -0.27 2.01
H 0.97 -0.25 -2.00
H -1.22 -1.61 -1.32
H -1.22 -1.60 1.32
O 0.18 2.20 0.00
O 1.27 -1.03 0.00
S -2.16 0.30 0.00
*
```

x | Here is one molecule with the formula C5H6O2S from the OMol25 dataset. Energies are from ωB97M-V with the def2-TZVPD basis set.

Gap between HOMO and LUMO (eV): 9.63
SMILES string: S=C1O[C@H]2C[C@H](C2)O1
E_HOMO (hartree): -0.3292

```
! wB97M-V def2-TZVPD RIJCOSX def2/J DEFGRID3
* xyz 0 1
S 0.02 2.91 -1.80
C -0.06 1.44 -1.13
O 1.11 0.71 -0.78
C 1.02 -0.34 0.12
C 0.02 -1.31 -0.43
C -1.08 -0.29 0.18
C -0.08 0.19 1.17
O -1.19 0.82 -0.73
H 2.05 -0.61 0.42
H 0.34 -1.50 -1.48
H -0.15 -2.30 0.19
H -2.01 -0.57 0.63
H -0.01 1.28 1.45
H 0.03 -0.42 2.20
*
```

Energies relative to the minimum, kJ/mol: w 0.0; x 10.9

w | Here is a 4-piece molecular cluster, C6H20O6 overall from the OMol25 dataset. Energies are from ωB97M-V with the def2-TZVPD basis set.

Gap between HOMO and LUMO (eV): 10.61
SMILES string: OCCO.OCCO.CCO.O
E_HOMO (hartree): -0.3671

```
! wB97M-V def2-TZVPD RIJCOSX def2/J DEFGRID3
* xyz 0 1
O -2.12 -1.30 -1.79
C -0.65 -1.17 -1.90
C 0.00 -2.56 -1.75
O -0.48 -3.28 -0.63
H -2.35 -1.83 -1.01
H -0.47 -0.80 -2.92
H -0.34 -0.38 -1.25
H 1.03 -2.31 -1.65
H -0.35 -3.18 -2.54
H -0.19 -2.75 0.20
O -0.72 1.42 0.23
C -0.43 2.41 1.19
C 0.75 3.24 0.75
O 0.80 4.47 1.49
H -1.60 1.60 -0.18
H -1.33 3.06 1.28
H -0.24 1.89 2.15
H 0.70 3.48 -0.31
H 1.63 2.67 0.92
H 1.38 5.12 1.03
C 2.14 -2.22 1.67
C 1.51 -1.07 1.00
O 0.07 -1.20 1.19
H 3.22 -2.25 1.77
H 1.99 -3.24 1.24
H 1.76 -2.25 2.73
H 1.82 -0.95 -0.01
H 1.78 -0.11 1.55
H -0.34 -0.38 0.92
O -2.73 1.49 -1.60
H -2.70 0.49 -1.82
H -3.54 1.87 -1.95
*
```

x | Here is a 6-piece molecular cluster, C6H20O6 overall from the OMol25 dataset. Energies are from ωB97M-V with the def2-TZVPD basis set.

Gap between HOMO and LUMO (eV): 9.08
SMILES string: C=C(O)/C=C/CC.O.O.O.O.O
E_HOMO (hartree): -0.3218

```
! wB97M-V def2-TZVPD RIJCOSX def2/J DEFGRID3
* xyz 0 1
C 1.00 2.83 -0.12
C 1.94 1.90 -0.20
O 2.47 1.66 -1.44
C 2.09 0.82 0.83
C 1.18 0.47 1.74
C 1.12 -0.89 2.37
C -0.23 -1.53 2.05
H 0.73 3.51 -0.92
H 0.55 3.10 0.83
H 3.24 1.12 -1.55
H 2.99 0.22 0.67
H 0.24 0.98 1.90
H 2.01 -1.51 2.17
H 1.21 -0.80 3.48
H -1.12 -0.94 2.24
H -0.14 -1.82 0.99
H -0.32 -2.49 2.57
O -2.73 0.44 -0.80
H -2.08 0.48 -1.53
H -3.62 0.26 -1.19
O 1.82 -1.13 -1.84
H 1.69 -0.15 -1.82
H 2.19 -1.13 -0.96
O -2.27 1.98 1.51
H -2.62 2.56 0.83
H -2.32 1.15 0.97
O -2.87 -2.28 -1.12
H -2.37 -1.45 -1.17
H -2.24 -2.93 -1.44
O -0.78 -1.53 -2.76
H 0.17 -1.36 -2.61
H -0.91 -1.53 -3.72
*
```

Energies relative to the minimum, kJ/mol: w 0.0; x 15.4

w | Here is one molecule with the formula C2H3BrS from the OMol25 dataset. Energies are from ωB97M-V with the def2-TZVPD basis set.

Gap between HOMO and LUMO (eV): 8.18
SMILES string: S=CCBr
E_HOMO (hartree): -0.3392

```
! wB97M-V def2-TZVPD RIJCOSX def2/J DEFGRID3
* xyz 0 1
S 2.09 -0.10 -0.94
C 0.65 -0.53 -0.20
C -0.42 0.40 0.39
Br -1.98 0.55 -0.82
H 0.32 -1.58 -0.10
H -0.79 -0.16 1.23
H 0.13 1.41 0.44
*
```

x | Here is one molecule with the formula C2H3BrS from the OMol25 dataset. Energies are from ωB97M-V with the def2-TZVPD basis set.

Gap between HOMO and LUMO (eV): 8.59
SMILES string: CC(=S)Br
E_HOMO (hartree): -0.3431

```
! wB97M-V def2-TZVPD RIJCOSX def2/J DEFGRID3
* xyz 0 1
C -0.65 -0.20 0.03
C 0.67 0.40 0.04
S 0.96 2.01 0.03
Br 2.18 -1.02 -0.11
H -0.91 -0.72 -0.93
H -1.41 0.51 0.23
H -0.83 -0.98 0.72
*
```

Energies relative to the minimum, kJ/mol: w 34.5; x 0.0

w | Here is an isolated ion of composition CH2N5 and charge +1 from the OMol25 dataset. Energies are from ωB97M-V with the def2-TZVPD basis set.

Gap between HOMO and LUMO (alpha / beta) (eV): 8.30 / 8.30
SMILES string: [H]/N=N/C#[N+]/N=N/[H]
E_HOMO (alpha / beta) (hartree): -0.5398 / -0.5398

```
! wB97M-V def2-TZVPD RIJCOSX def2/J DEFGRID3
* xyz 1 1
H -2.25 2.56 -0.50
N -1.99 1.63 -0.80
N -1.47 0.86 -0.10
C -0.97 -0.15 0.32
N 0.20 -0.58 0.06
N 1.20 -1.09 0.33
N 2.37 -1.23 0.17
H 2.91 -2.00 0.52
*
```

x | Here is CH2N5 as an isolated structure from the OMol25 dataset. Energies are from ωB97M-V with the def2-TZVPD basis set.

Gap between HOMO and LUMO (eV): 8.91
E_HOMO (hartree): -0.5773

```
! wB97M-V def2-TZVPD RIJCOSX def2/J DEFGRID3
* xyz 1 1
C 1.77 0.16 -0.01
N 2.91 0.17 -0.13
N -0.39 1.10 0.13
N -1.61 -1.39 -0.07
N 0.43 0.21 0.04
N -0.52 -1.41 0.14
H -0.10 2.09 0.23
H -2.48 -0.94 -0.33
*
```

Energies relative to the minimum, kJ/mol: w 137.0; x 0.0

w | Here is a 2-piece molecular cluster, H2NO2S overall from the OMol25 dataset. Energies are from ωB97M-V with the def2-TZVPD basis set.

Gap between HOMO and LUMO (alpha / beta) (eV): 7.19 / 7.19
E_HOMO (alpha / beta) (hartree): -0.1164 / -0.1165

```
! wB97M-V def2-TZVPD RIJCOSX def2/J DEFGRID3
* xyz -1 1
N 0.79 -1.40 0.14
O 1.69 0.85 0.43
O -1.88 0.91 -0.18
S 0.81 0.04 -0.43
H -1.57 1.57 0.46
H 0.16 -1.97 -0.41
*
```

x | Here is H2NO2S as an isolated structure from the OMol25 dataset. Energies are from ωB97M-V with the def2-TZVPD basis set.

Gap between HOMO and LUMO (eV): 6.54
E_HOMO (hartree): -0.0925

```
! wB97M-V def2-TZVPD RIJCOSX def2/J DEFGRID3
* xyz -1 1
N 1.44 0.09 -0.33
O 2.40 -0.46 0.26
O -0.04 -0.98 -0.18
S -1.49 -0.35 0.03
H 1.63 0.04 -1.31
H -1.50 0.38 1.35
*
```

Energies relative to the minimum, kJ/mol: w 0.0; x 233.2

w | Here is a 2-piece molecular cluster, C4H13N2OP overall from the OMol25 dataset. Energies are from ωB97M-V with the def2-TZVPD basis set.

Gap between HOMO and LUMO (eV): 6.11
SMILES string: CCN(N)CC.O=P
E_HOMO (hartree): -0.2741

```
! wB97M-V def2-TZVPD RIJCOSX def2/J DEFGRID3
* xyz 0 1
C -1.58 -1.68 -1.11
C -0.35 -2.10 -0.24
N 0.30 -0.88 0.20
N -0.01 -0.64 1.53
C 0.61 0.22 -0.68
C 2.06 0.68 -0.68
H -2.13 -2.54 -1.50
H -2.03 -0.98 -0.40
H -1.35 -1.09 -1.93
H -0.66 -2.84 0.51
H 0.41 -2.61 -0.82
H 0.66 -0.04 1.95
H -0.80 -0.04 1.53
H 0.09 1.17 -0.32
H 0.54 -0.27 -1.64
H 2.75 0.17 0.06
H 2.56 0.50 -1.66
H 2.02 1.79 -0.47
O 0.03 3.15 0.32
P -0.78 4.03 1.14
H -0.63 3.40 2.41
*
```

x | Here is one molecule with the formula C4H13N2OP from the OMol25 dataset. Energies are from ωB97M-V with the def2-TZVPD basis set.

Gap between HOMO and LUMO (eV): 9.90
SMILES string: CC[C@@H](C)N[P@H](N)=O
E_HOMO (hartree): -0.3279

```
! wB97M-V def2-TZVPD RIJCOSX def2/J DEFGRID3
* xyz 0 1
C 1.09 -1.40 2.27
C 0.31 -0.36 1.35
C 0.91 -0.32 -0.16
C 0.47 -1.39 -1.14
N 0.41 0.98 -0.72
P -1.15 1.14 -1.28
N -1.43 2.76 -1.16
O -2.51 0.24 -0.49
H 2.07 -1.51 1.94
H 1.18 -1.05 3.33
H 0.55 -2.42 2.16
H -0.68 -0.55 1.50
H 0.50 0.60 1.88
H 2.02 -0.38 -0.17
H -0.67 -1.34 -1.10
H 0.78 -1.15 -2.11
H 0.72 -2.37 -0.94
H 0.52 1.83 -0.14
H -1.19 0.77 -2.55
H -2.14 2.79 -0.47
H -1.79 3.12 -1.99
*
```

Energies relative to the minimum, kJ/mol: w 243.3; x 0.0

w | Here is C30H30BrF5N2O3PS2Ti as an isolated structure from the OMol25 dataset. Energies are from ωB97M-V with the def2-TZVPD basis set.

Gap between HOMO and LUMO (alpha / beta) (eV): 6.46 / 6.46
E_HOMO (alpha / beta) (hartree): -0.2838 / -0.2843

```
! wB97M-V def2-TZVPD RIJCOSX def2/J DEFGRID3
* xyz 0 2
Ti 0.02 -0.12 0.13
Br 4.37 -6.06 1.41
C 3.04 -4.75 1.09
C 1.70 -5.14 0.96
C 0.73 -4.19 0.73
C 1.06 -2.84 0.62
O 0.12 -1.95 0.39
C 2.41 -2.45 0.76
C 2.85 -1.09 0.64
N 2.10 -0.05 0.50
C 2.69 1.21 0.21
C 4.04 1.44 0.04
C 4.53 2.73 -0.23
C 3.69 3.79 -0.33
C 2.29 3.59 -0.19
C 1.36 4.65 -0.27
C 0.03 4.39 -0.12
C -0.38 3.07 0.07
N 0.45 2.06 0.13
C 1.79 2.30 0.06
C 3.39 -3.43 0.99
H 1.44 -6.18 1.05
H -0.31 -4.47 0.63
H 3.93 -0.98 0.66
H 4.75 0.63 0.10
H 5.60 2.86 -0.36
H 4.06 4.79 -0.53
H 1.72 5.66 -0.46
H -0.71 5.18 -0.17
H -1.43 2.84 0.16
H 4.42 -3.14 1.09
C -3.07 -2.11 -0.60
C -2.98 -0.94 0.14
C -2.53 0.23 -0.47
C -2.14 0.23 -1.81
C -2.24 -0.95 -2.55
C -2.71 -2.10 -1.94
H -3.42 -3.02 -0.13
H -3.26 -0.93 1.18
H -2.54 1.15 0.11
H -1.77 1.12 -2.30
H -1.94 -0.95 -3.59
H -2.78 -3.02 -2.52
F -1.56 1.35 2.29
C -0.70 0.25 2.21
F -1.44 -0.81 2.71
C 0.35 0.51 3.29
F -0.15 0.75 4.51
F 1.17 -0.55 3.39
F 1.10 1.58 2.96
C 4.38 -0.16 -4.02
C 3.44 0.82 -4.70
C 3.35 2.15 -3.96
O 2.17 0.18 -4.94
P 0.81 0.27 -4.09
S -0.16 1.95 -4.31
S 1.33 -0.24 -2.19
O -0.02 -0.89 -4.79
C 0.39 -2.21 -5.24
C 1.00 -2.12 -6.62
C 1.27 -2.94 -4.25
H 5.38 0.26 -3.96
H 4.43 -1.09 -4.58
H 4.02 -0.38 -3.01
H 3.81 1.02 -5.71
H 3.02 1.99 -2.93
H 2.66 2.83 -4.45
H 4.35 2.60 -3.93
H -0.56 -2.73 -5.31
H 2.00 -1.67 -6.58
H 0.38 -1.51 -7.27
H 1.08 -3.12 -7.05
H 2.24 -2.45 -4.15
H 1.43 -3.96 -4.62
H 0.81 -2.99 -3.26
*
```

x | Here is C30H30BrF5N2O3PS2Ti as an isolated structure from the OMol25 dataset. Energies are from ωB97M-V with the def2-TZVPD basis set.

Gap between HOMO and LUMO (alpha / beta) (eV): 7.57 / 7.83
E_HOMO (alpha / beta) (hartree): -0.2874 / -0.3026

```
! wB97M-V def2-TZVPD RIJCOSX def2/J DEFGRID3
* xyz 0 2
Ti -0.22 -0.69 -0.64
Br -4.11 -7.10 -1.11
C -3.33 -5.38 -1.20
C -3.61 -4.54 -2.28
C -3.05 -3.29 -2.35
C -2.18 -2.83 -1.36
O -1.67 -1.62 -1.45
C -1.90 -3.68 -0.27
C -1.08 -3.26 0.84
N -0.38 -2.19 0.83
C 0.16 -1.67 2.04
C 1.12 -2.31 2.80
C 1.52 -1.71 3.99
C 0.90 -0.55 4.42
C -0.10 0.08 3.67
C -0.91 1.12 4.33
C -2.09 1.60 3.93
C -2.72 1.32 2.60
N -1.36 0.07 1.47
C -0.38 -0.44 2.41
C -2.49 -4.95 -0.20
H -4.27 -4.89 -3.07
H -3.26 -2.64 -3.19
H -1.12 -3.85 1.75
H 1.56 -3.23 2.45
H 2.29 -2.17 4.59
H 1.16 -0.13 5.39
H -0.53 1.45 5.30
H -2.59 2.31 4.57
H -3.66 1.86 2.48
H -2.28 -5.60 0.65
C -4.03 0.15 0.01
C -3.80 -0.51 1.14
C -2.73 -0.15 2.12
C -1.67 1.54 1.48
C -2.27 1.94 0.16
C -3.28 1.33 -0.46
H -4.81 -0.20 -0.65
H -4.42 -1.37 1.38
H -2.67 -0.89 2.92
H -0.81 2.17 1.74
H -1.82 2.78 -0.34
H -3.58 1.72 -1.42
F 2.62 -1.53 -1.32
C 1.34 -1.80 -1.83
F 1.41 -1.49 -3.18
C 1.34 -3.34 -1.87
F 0.23 -3.82 -2.45
F 2.39 -3.84 -2.55
F 1.40 -3.87 -0.63
C 2.58 4.61 -0.04
C 1.54 4.39 -1.12
C 0.13 4.34 -0.58
O 1.90 3.20 -1.86
P 1.43 1.69 -1.80
S -0.32 1.22 -2.57
S 1.44 1.03 0.13
O 2.54 1.03 -2.68
C 3.99 1.13 -2.64
C 4.43 2.23 -3.59
C 4.54 1.30 -1.24
H 2.38 5.55 0.48
H 3.58 4.65 -0.46
H 2.54 3.79 0.69
H 1.61 5.18 -1.87
H 0.06 3.59 0.21
H -0.58 4.11 -1.37
H -0.12 5.31 -0.15
H 4.30 0.16 -3.03
H 4.15 3.21 -3.20
H 3.97 2.09 -4.57
H 5.51 2.19 -3.71
H 4.25 2.26 -0.80
H 5.63 1.28 -1.30
H 4.21 0.50 -0.59
*
```

Energies relative to the minimum, kJ/mol: w 0.0; x 232.2

w | Here is one molecule with the formula C20H23FN2O4S from the OMol25 dataset. Energies are from ωB97M-V with the def2-TZVPD basis set.

Gap between HOMO and LUMO (eV): 6.43
SMILES string: CCOc1ccc(N(CC(=O)N2CCCC2)S(=O)(=O)c2ccc(F)cc2)cc1
E_HOMO (hartree): -0.2687

```
! wB97M-V def2-TZVPD RIJCOSX def2/J DEFGRID3
* xyz 0 1
C -4.75 -2.60 -1.78
C -4.11 -3.89 -1.57
O -3.34 -3.91 -0.47
C -2.14 -3.03 -0.35
C -1.63 -2.72 0.93
C -0.29 -2.13 1.16
C 0.38 -1.52 0.18
N 1.48 -0.73 0.09
C 2.33 -0.35 -0.64
C 2.11 0.76 -1.60
O 1.11 1.10 -1.85
N 3.11 1.69 -1.53
C 4.42 1.63 -1.09
C 4.96 3.19 -1.26
C 4.27 3.67 -2.39
C 2.91 3.05 -2.24
S 1.11 0.54 1.52
O 2.06 1.41 1.07
O 1.48 -0.16 2.65
C -0.41 0.77 1.55
C -1.30 0.64 2.76
C -2.55 0.86 2.70
C -3.27 1.24 1.34
F -4.36 1.49 1.52
C -2.36 1.46 0.33
C -1.10 1.34 0.23
C -0.34 -1.61 -1.37
C -1.45 -2.36 -1.54
H -4.11 -1.71 -2.11
H -5.21 -2.64 -2.77
H -5.42 -2.33 -1.06
H -4.76 -4.64 -1.32
H -3.48 -4.07 -2.31
H -2.12 -3.43 1.80
H 0.19 -2.04 1.94
H 3.45 -0.41 -0.25
H 2.38 -1.16 -1.41
H 5.04 0.84 -1.28
H 4.56 1.33 0.18
H 4.70 3.67 -0.36
H 6.25 3.00 -1.31
H 4.90 2.96 -3.17
H 4.33 4.61 -2.59
H 2.32 3.47 -1.76
H 2.26 2.91 -3.34
H -0.81 0.15 3.47
H -3.27 0.74 3.20
H -2.89 1.81 -0.64
H -0.31 1.31 -0.57
H 0.24 -1.28 -2.25
H -1.92 -2.49 -2.41
*
```

x | Here is one molecule with the formula C20H23FN2O4S from the OMol25 dataset. Energies are from ωB97M-V with the def2-TZVPD basis set.

Gap between HOMO and LUMO (eV): 8.81
SMILES string: COc1ccc(S(=O)(=O)CCC(=O)N2CCN(c3ccccc3F)CC2)cc1
E_HOMO (hartree): -0.2992

```
! wB97M-V def2-TZVPD RIJCOSX def2/J DEFGRID3
* xyz 0 1
C -6.81 -3.55 0.39
O -7.06 -2.27 -0.14
C -6.03 -1.40 -0.25
C -6.35 -0.15 -0.81
C -5.38 0.81 -0.96
C -4.08 0.53 -0.57
S -2.81 1.78 -0.77
O -3.39 2.93 -1.42
O -1.66 1.19 -1.40
C -2.34 2.30 0.94
C -0.82 2.33 0.97
C -0.32 0.90 0.82
O -0.97 -0.03 1.29
N 0.86 0.69 0.22
C 1.76 1.66 -0.36
C 3.18 1.46 0.19
N 3.61 0.11 -0.07
C 4.97 -0.18 -0.17
C 5.96 0.71 0.26
C 7.30 0.43 0.10
C 7.71 -0.75 -0.49
C 6.76 -1.65 -0.93
C 5.42 -1.35 -0.77
F 4.52 -2.26 -1.26
C 2.71 -0.86 0.53
C 1.31 -0.67 -0.03
C -3.75 -0.69 -0.02
C -4.72 -1.66 0.14
H -7.77 -4.07 0.37
H -6.09 -4.11 -0.21
H -6.46 -3.49 1.43
H -7.37 0.02 -1.11
H -5.60 1.77 -1.40
H -2.80 3.27 1.10
H -2.73 1.55 1.62
H -0.48 2.96 0.16
H -0.47 2.73 1.92
H 1.44 2.68 -0.14
H 1.78 1.52 -1.45
H 3.85 2.16 -0.31
H 3.17 1.68 1.27
H 5.68 1.63 0.75
H 8.04 1.14 0.45
H 8.76 -0.97 -0.62
H 7.03 -2.58 -1.41
H 3.04 -1.88 0.31
H 2.69 -0.73 1.62
H 0.60 -1.35 0.44
H 1.31 -0.84 -1.11
H -2.73 -0.86 0.29
H -4.45 -2.61 0.58
*
```

Energies relative to the minimum, kJ/mol: w 2033.8; x 0.0

w | Here is a 2-piece molecular cluster, C3H10NO3 overall from the OMol25 dataset. Energies are from ωB97M-V with the def2-TZVPD basis set.

Gap between HOMO and LUMO (eV): 6.30
E_HOMO (hartree): -0.5640

```
! wB97M-V def2-TZVPD RIJCOSX def2/J DEFGRID3
* xyz 1 1
O -0.84 -0.07 -0.96
C -0.42 0.62 0.22
O -0.81 0.20 1.30
C 1.25 0.48 0.08
C 1.46 -1.05 0.23
N 1.63 0.93 -1.15
H -2.43 -0.32 0.99
H 1.77 1.07 0.83
H 0.89 -1.34 1.13
H 1.16 -1.57 -0.68
H 2.46 -1.41 0.46
H 2.49 1.47 -1.23
H -0.71 1.65 -0.10
H 0.94 1.04 -1.88
H -1.76 -0.33 -0.73
H -3.89 -0.77 1.06
O -3.18 -0.61 0.44
*
```

x | Here is a 2-piece molecular cluster, C3H10NO3 overall from the OMol25 dataset. Energies are from ωB97M-V with the def2-TZVPD basis set.

Gap between HOMO and LUMO (eV): 10.71
E_HOMO (hartree): -0.5464

```
! wB97M-V def2-TZVPD RIJCOSX def2/J DEFGRID3
* xyz 1 1
C 0.21 0.47 2.34
C 0.26 0.38 0.77
C -0.84 0.86 -0.05
N -0.52 0.91 -1.36
O -2.09 0.92 0.34
O 1.37 -1.64 -2.15
O 0.60 -2.20 -1.05
H -0.19 -0.48 2.79
H -0.61 1.13 2.68
H 1.06 0.87 2.85
H 0.46 -0.74 0.44
H 1.15 1.08 0.44
H 0.46 0.78 -1.73
H -1.04 1.14 -2.23
H 2.11 -2.19 -2.34
H 0.25 -2.94 -1.47
H -2.65 1.65 -0.25
*
```

Energies relative to the minimum, kJ/mol: w 124.1; x 0.0